# C4H2O2

The molecule C4H2O2 (ωB97M-V with the def2-TZVPD basis set, the Open Molecules 2025 dataset).

Each line ends with the Löwdin charge.
Geometry (Å):
O  2.9522  -0.2595  0.4753  0.09
O  -2.6216  0.0499  0.9585  0.08
C  -0.5935  0.0345  -0.1463  0.07
C  -1.9618  -0.3760  0.0417  -0.27
C  0.5926  0.0995  -0.0264  0.05
C  1.9948  0.3099  0.0056  -0.28
H  1.9739  1.2410  -0.6065  0.13
H  -2.3365  -1.0992  -0.7019  0.13

Computed properties:
SMILES = O=CC#CC=O
HOMO-LUMO gap = 10.24 eV
E_LUMO = -0.6 eV



# C10H9NO

The molecule C10H9NO (ωB97M-V with the def2-TZVPD basis set, the Open Molecules 2025 dataset).

Each line ends with the Löwdin charge.
Geometry (Å):
O  0.4800  -2.7245  0.9291  0.03
N  -1.3761  -1.3631  -0.4461  0.08
C  1.9776  -0.7755  0.7680  0.00
C  -1.2907  1.2394  -0.7173  -0.03
C  -2.3733  0.5794  -1.3459  -0.06
C  1.2358  3.0010  0.6770  -0.08
C  -0.0632  0.7170  -0.2779  -0.12
C  2.0769  0.6046  0.6313  -0.09
C  0.7247  -1.4167  0.5808  -0.24
C  -0.1844  -0.7645  -0.2304  -0.17
C  -2.3648  -0.8215  -1.1695  -0.13
C  1.0730  1.4150  0.1923  -0.21
H  1.9683  3.4831  1.5075  0.09
H  -2.9534  -1.5819  -1.6745  0.10
H  0.1589  3.1680  1.3710  0.11
H  -0.5213  -2.9532  0.9267  0.15
H  3.1198  0.7878  0.9472  0.13
H  -3.3709  0.9314  -1.7700  0.12
H  1.2016  3.8714  -0.2418  0.10
H  2.7910  -1.3037  1.1337  0.09
H  -1.4728  2.2652  -1.1605  0.13

Computed properties:
SMILES = Cc1ccc(O)c2ncccc12
HOMO-LUMO gap = 7.85 eV
E_LUMO = -0.2 eV



# C3H28O11

A structure of composition C3H28O11 (ωB97M-V with the def2-TZVPD basis set, the Open Molecules 2025 dataset).

Each line ends with the Löwdin charge.
Geometry (Å):
O  3.2644  -17.4048  14.4998  0.01
O  0.2758  -19.8324  14.0197  0.19
O  0.7277  -19.1559  15.8514  0.07
O  2.9914  -18.8120  15.8799  0.09
O  1.0318  -18.0441  11.7075  0.08
O  -0.7817  -18.3394  12.8238  0.04
O  0.1642  -17.2032  15.4239  -0.06
O  2.9433  -20.4950  11.8469  -0.05
O  1.9437  -18.4177  13.5346  0.07
O  1.9332  -16.2285  15.6182  0.02
O  3.9379  -19.9539  13.7779  -0.06
C  3.2115  -14.4593  14.5183  -0.04
C  1.8733  -15.1798  14.6679  -0.37
C  1.3559  -15.7787  13.3807  -0.06
H  -1.1202  -17.4500  12.7205  0.12
H  4.4528  -19.5965  14.5013  0.07
H  0.4105  -20.6127  13.4820  0.17
H  0.5093  -16.3879  13.6974  0.06
H  0.4801  -19.5751  15.0272  -0.21
H  4.0974  -15.0819  14.3934  0.08
H  -0.4439  -19.3678  13.5925  0.01
H  1.1196  -14.4095  14.8315  0.15
H  3.2032  -13.8635  13.6056  0.07
H  3.3613  -13.7754  15.3538  0.07
H  3.3280  -17.9482  15.2853  -0.17
H  0.9934  -15.0409  12.6649  0.09
H  0.5381  -19.8129  16.5212  0.15
H  3.0998  -19.4210  16.6103  0.13
H  1.6609  -18.1169  12.6711  -0.12
H  1.8076  -17.5987  11.3668  0.17
H  -0.0745  -18.4030  12.1818  -0.07
H  2.6285  -17.8573  13.9458  -0.31
H  2.1990  -20.2235  11.3098  0.01
H  0.5119  -18.0933  15.4798  -0.20
H  3.0799  -19.5385  13.8658  -0.01
H  2.0652  -18.8784  15.6475  -0.01
H  2.5795  -16.8247  15.2330  -0.14
H  2.1240  -16.3055  12.8145  0.08
H  0.6599  -18.4929  10.9482  0.17
H  1.2483  -19.0092  13.8224  -0.03
H  0.9047  -16.6415  15.6529  -0.22
H  3.1011  -19.7533  12.4309  -0.02

Computed properties:
HOMO-LUMO gap = 6.38 eV
E_LUMO = -0.9 eV



# C12H13FN2O2S2

A structure of composition C12H13FN2O2S2 (ωB97M-V with the def2-TZVPD basis set, the Open Molecules 2025 dataset).

Each line ends with the Löwdin charge.
Geometry (Å):
S  0.1952  -1.7767  0.3310  0.57
S  -3.3095  0.0457  -0.6782  1.05
F  3.8949  -0.5607  -1.1900  0.01
O  -0.8324  -2.8529  0.3802  -0.33
O  1.5923  -1.9197  0.4947  -0.23
N  -0.3761  -0.7957  1.5305  -0.06
N  -0.1538  -1.0368  -1.0250  -0.12
C  1.1318  -0.2959  -1.7840  -0.01
C  -2.5071  0.2888  0.8725  -0.43
C  -2.3379  1.7962  0.5781  -0.13
C  3.1101  0.5247  -0.7571  -0.09
C  3.0805  2.2582  1.1181  -0.11
C  -2.9630  2.3974  -0.5291  -0.20
C  -3.4145  1.4086  -1.2825  -0.60
C  3.7195  1.2038  0.5666  0.01
C  1.6204  2.4292  0.9605  0.10
C  1.7274  0.5558  -0.6581  -0.32
C  1.0373  1.5194  -0.1977  -0.02
C  -1.9119  -0.6241  1.7605  -0.19
H  1.1177  3.0817  1.4246  0.00
H  4.8447  0.8037  0.5635  0.15
H  -4.0742  1.7210  -2.2990  0.18
H  0.0702  1.6352  -0.2486  0.03
H  3.6348  2.9318  1.7449  0.09
H  -2.9082  3.2508  -0.7230  -0.01
H  0.7028  0.1196  -2.7484  0.14
H  -1.8233  2.4216  1.5273  0.16
H  -2.3247  -1.5375  1.4723  0.08
H  1.6942  -1.1239  -2.0516  0.07
H  -0.8132  -1.4660  -1.6164  0.07
H  0.1696  -0.1140  1.4494  -0.05
H  -2.1017  -0.1988  2.8503  0.17

Computed properties:
HOMO-LUMO gap = 8.64 eV
E_LUMO = -0.3 eV



Copy entry 2 word for word.
# C10H9NO

The molecule C10H9NO (ωB97M-V with the def2-TZVPD basis set, the Open Molecules 2025 dataset).

Each line ends with the Löwdin charge.
Geometry (Å):
O  0.4800  -2.7245  0.9291  0.03
N  -1.3761  -1.3631  -0.4461  0.08
C  1.9776  -0.7755  0.7680  0.00
C  -1.2907  1.2394  -0.7173  -0.03
C  -2.3733  0.5794  -1.3459  -0.06
C  1.2358  3.0010  0.6770  -0.08
C  -0.0632  0.7170  -0.2779  -0.12
C  2.0769  0.6046  0.6313  -0.09
C  0.7247  -1.4167  0.5808  -0.24
C  -0.1844  -0.7645  -0.2304  -0.17
C  -2.3648  -0.8215  -1.1695  -0.13
C  1.0730  1.4150  0.1923  -0.21
H  1.9683  3.4831  1.5075  0.09
H  -2.9534  -1.5819  -1.6745  0.10
H  0.1589  3.1680  1.3710  0.11
H  -0.5213  -2.9532  0.9267  0.15
H  3.1198  0.7878  0.9472  0.13
H  -3.3709  0.9314  -1.7700  0.12
H  1.2016  3.8714  -0.2418  0.10
H  2.7910  -1.3037  1.1337  0.09
H  -1.4728  2.2652  -1.1605  0.13

Computed properties:
SMILES = Cc1ccc(O)c2ncccc12
HOMO-LUMO gap = 7.85 eV
E_LUMO = -0.2 eV